15 unconnected molecules or ions with the total composition C45H130N10O15 at a distorted geometry, computed with ωB97M-V/def2-TZVPD.

Geometry as XYZ:
```
200
C45H130N10O15 | OMol25 | ωB97M-V/def2-TZVPD
O 3.695 5.601 2.576
O 6.749 -2.691 -3.482
O 1.169 -4.684 -1.807
O -1.699 -1.518 -5.501
O 2.489 -2.826 2.188
O 4.695 1.424 0.273
O 3.459 1.356 -3.462
O 2.941 0.459 5.404
O -3.245 0.350 -4.224
O -5.306 2.109 2.697
O -5.912 -5.403 2.893
O 0.869 1.590 -1.699
O 4.891 3.822 -4.096
O -1.243 -0.333 4.237
O -6.022 4.745 -2.248
N -4.161 -3.097 1.905
N -3.100 -0.147 0.755
N -3.666 6.432 -1.993
N -0.737 -2.371 2.473
N -5.175 -0.849 -1.342
N 4.722 1.513 3.667
N -0.219 -0.762 -0.385
N 0.174 -3.820 -4.173
N 3.736 -4.479 -3.716
N 1.397 5.212 4.326
C -0.814 -2.560 3.875
C -2.648 1.615 -4.667
C 1.289 -4.501 -0.443
C 5.709 -5.316 -2.495
C -4.577 -0.970 -2.687
C -4.087 5.592 -0.905
C -0.877 0.973 4.599
C -0.097 -5.215 -2.203
C 5.776 -3.460 -4.130
C -0.205 -3.881 4.251
C 3.469 6.164 5.236
C -1.963 -4.992 -3.766
C -3.463 -4.568 0.194
C -3.908 0.415 -2.973
C -0.734 -4.292 -3.177
C 1.169 -0.594 -0.813
C -3.387 1.168 1.464
C 2.512 0.068 6.687
C -5.487 3.388 -2.455
C 1.479 0.878 -0.690
C -3.059 2.363 0.520
C 2.935 1.860 5.248
C 7.796 -2.363 -4.389
C -5.165 1.720 4.093
C 3.307 0.658 -4.638
C -3.896 6.142 0.475
C -5.650 -1.274 -3.701
C -4.661 -5.539 2.235
C -4.931 1.232 1.720
C 5.546 1.088 -0.819
C 6.102 3.604 -3.332
C 3.515 2.265 3.902
C -0.317 -1.348 4.712
C 0.767 3.011 -1.647
C 4.980 -4.088 -3.033
C 4.188 5.642 1.287
C 3.089 -1.741 2.930
C 2.850 6.660 2.917
C 1.351 -1.281 -2.145
C -4.472 -4.358 1.284
C -5.584 5.301 -1.010
C -2.231 -1.131 -6.787
C 2.605 2.068 2.678
C -6.180 -6.544 3.660
C 2.258 6.344 4.317
H -3.398 2.254 -5.210
H -5.310 -6.729 4.361
H 4.240 3.192 -3.867
H -4.171 2.090 4.383
H -2.546 -5.444 -2.985
H 6.161 1.965 -1.105
H -2.102 -0.190 0.626
H 3.245 -3.567 -3.878
H 1.901 4.377 4.180
H 8.307 -3.325 -4.782
H -2.081 -2.003 -7.455
H 6.152 0.228 -0.648
H -4.813 -6.442 1.556
H 3.174 -1.910 4.023
H -3.408 3.323 0.981
H -3.771 -1.628 -2.704
H 8.574 -1.841 -3.803
H -3.611 4.578 -0.902
H 1.154 -2.324 -2.095
H 2.282 -1.023 6.681
H 6.532 -5.069 -1.757
H 5.873 3.877 -2.353
H 2.621 -0.195 -4.608
H 4.136 5.280 4.930
H -6.265 -0.432 -3.947
H 3.889 3.297 3.878
H -2.424 -4.613 0.539
H -0.736 -0.448 -1.193
H 2.386 -1.274 -2.534
H -2.684 6.558 -2.189
H 0.454 3.438 -2.598
H 5.130 4.963 1.207
H 1.160 1.188 0.293
H -6.025 2.149 4.721
H 0.218 -2.493 2.190
H -4.070 6.178 -2.878
H 1.717 2.692 2.567
H 4.882 0.807 -1.693
H -0.733 -5.266 -1.286
H 3.419 5.261 0.582
H 2.216 1.005 2.809
H -6.221 6.199 -0.994
H -3.164 0.632 -2.117
H -1.820 -0.202 -7.150
H -6.472 -1.982 -3.443
H -0.393 -3.276 -4.827
H 3.071 5.933 6.253
H -0.033 -6.180 -2.653
H -3.224 -3.064 2.319
H -3.391 -3.647 -0.363
H -0.885 -1.358 2.286
H -2.628 -4.288 -4.321
H -4.641 1.141 -3.054
H -5.989 2.984 -3.272
H 3.252 0.236 7.479
H -5.850 4.653 -0.172
H -0.453 -1.784 -0.414
H -2.811 1.324 2.384
H 2.617 0.933 -0.690
H 3.103 -4.820 -3.029
H -5.399 1.552 0.779
H 2.064 6.883 2.215
H 3.106 1.376 -5.441
H -0.419 -1.418 5.789
H -4.844 -2.782 2.603
H 0.566 -4.561 -4.746
H 1.462 -5.450 0.045
H -3.270 -0.958 -6.638
H -0.738 1.188 5.665
H -6.296 -7.471 3.054
H -5.482 -4.224 0.827
H 0.016 1.268 4.086
H 5.144 -2.832 -4.792
H 2.381 -0.942 2.853
H 5.413 1.742 4.333
H -5.143 0.615 4.196
H 7.330 -1.733 -5.162
H 0.677 -1.063 4.506
H 5.249 1.559 1.063
H -3.793 -5.710 2.903
H -2.145 2.106 -3.865
H 3.995 7.094 5.390
H 1.830 -1.150 -0.047
H 0.867 -3.915 4.013
H 3.586 2.176 6.057
H 4.843 -3.325 -2.251
H 4.609 0.488 3.651
H -1.852 -2.659 4.150
H -1.746 -5.808 -4.444
H -5.504 -1.751 -1.073
H -7.115 -6.390 4.266
H -1.954 1.334 -5.488
H 0.725 5.321 3.579
H 2.659 1.315 -2.924
H 3.207 2.009 1.810
H -1.046 -3.448 -2.595
H -0.359 -4.046 5.280
H -3.774 -5.385 -0.468
H 1.596 0.573 6.945
H 4.248 0.233 -4.930
H 6.507 2.593 -3.482
H 4.059 -1.442 2.502
H -1.980 2.577 0.375
H 0.155 3.360 -0.784
H -4.481 7.053 0.695
H -2.265 -1.119 -4.759
H -0.697 -4.679 3.718
H 3.518 7.477 3.104
H 3.091 -3.538 2.133
H -3.427 2.189 -0.459
H -2.861 6.503 0.661
H -5.380 0.180 1.938
H -3.996 5.385 1.221
H -5.745 2.882 -1.484
H 1.812 3.467 -1.528
H 6.119 -4.321 -4.779
H 2.152 -3.846 -0.170
H -1.694 1.732 4.475
H -3.357 -1.043 1.273
H 1.684 7.259 4.617
H 6.749 4.351 -3.729
H 0.482 -4.066 0.117
H 4.954 -5.883 -2.004
H 0.718 -0.804 -2.923
H -4.365 3.332 -2.607
H 4.494 6.636 0.946
H 6.164 -5.815 -3.371
H -4.488 -0.600 -0.607
H -5.093 -1.614 -4.624
H 1.935 2.225 5.439
```

Calculated values
Electronic energy in eV: -94376.758
Total charge: 0
Frontier orbital gap in eV: 9.013
Energy relative to the best compared isomer or geometry (same formula, charge and spin) in kJ/mol: 122.3

***

2 unconnected molecules or ions with the total composition C3H9N2O3S at a distorted geometry, computed with ωB97M-V/def2-TZVPD.

Geometry as XYZ:
```
18
C3H9N2O3S | OMol25 | ωB97M-V/def2-TZVPD
S -1.999 -0.296 0.136
O -2.396 0.270 -1.238
O 1.208 -1.315 1.582
O -1.711 0.869 1.020
N 0.127 -0.894 -1.649
N 0.503 2.190 1.075
C 1.447 -1.345 -1.052
C -0.367 -0.677 -0.257
C 0.695 -1.171 0.349
H 1.125 1.608 0.585
H -0.604 1.653 1.040
H 0.667 -1.838 2.253
H -0.352 -1.585 -2.186
H -3.348 0.226 -1.644
H 1.769 -2.370 -1.374
H 0.748 2.354 1.998
H 2.275 -0.633 -1.100
H 0.212 2.955 0.459
```

Calculated values
Electronic energy in eV: -23204.898
Total charge: +1
Frontier orbital gap in eV: 9.269
Energy relative to the best compared isomer or geometry (same formula, charge and spin) in kJ/mol: 195.3

***

A molecular structure, C30H47CaCl6F12N7O8S4 at a distorted geometry, computed with ωB97M-V/def2-TZVPD.

Geometry as XYZ:
```
115
C30H47CaCl6F12N7O8S4 | OMol25 | ωB97M-V/def2-TZVPD
Ca 2.963 -0.388 -1.468
Cl -0.540 -2.624 6.403
Cl -3.302 2.740 3.650
Cl -2.713 -3.786 3.922
Cl -2.887 2.777 -0.825
Cl -2.001 5.223 -3.054
Cl -4.529 -0.977 1.791
S 6.687 0.275 -3.176
S 0.465 -1.958 -0.259
S 0.199 0.026 1.614
S 4.655 -1.601 -3.814
F -0.329 2.831 1.832
F -1.511 -3.225 -1.390
F 8.373 0.999 -0.963
F 1.707 2.286 1.749
F 6.377 -3.559 -3.203
F -0.509 -1.812 -2.730
F -1.869 -1.126 -1.344
F 4.420 -4.278 -3.768
F 6.450 1.816 -0.990
F 6.744 -0.241 -0.595
F 0.468 2.182 0.008
F 4.790 -3.459 -1.812
O 1.626 -2.343 -1.094
O 3.184 -1.569 -3.515
O 7.727 -0.525 -3.772
O 0.239 -2.895 0.802
O -1.199 -0.217 1.842
O 1.068 -0.427 2.630
O 5.076 -1.543 -5.134
O 6.330 1.493 -3.861
N 3.790 -0.954 0.630
N -7.563 -6.350 -1.086
N -3.360 7.334 1.989
N 3.470 1.798 -0.920
N -2.663 -0.451 -4.843
N 0.738 -0.507 0.196
N 5.313 -0.540 -2.898
C -4.137 -6.578 0.503
C -1.287 3.586 -3.010
C 3.160 -3.673 2.655
C -3.448 -0.837 -4.109
C 3.891 2.652 -0.254
C 3.905 -1.515 1.652
C 5.067 -3.309 -3.149
C 4.612 3.697 0.519
C 7.150 0.765 -1.382
C -2.461 6.623 2.013
C -6.587 -5.722 -1.129
C 3.650 4.835 0.824
C -1.276 5.726 1.911
C 3.831 -2.279 2.894
C -0.419 7.161 0.054
C 0.490 1.927 1.309
C 4.070 -4.632 1.827
C -3.921 1.538 2.437
C -5.337 -4.998 -1.043
C 3.193 5.641 -0.320
C -4.430 -1.397 -3.195
C -0.222 -3.582 4.911
C -5.774 0.747 -2.634
C -0.913 -2.007 -1.518
C -4.632 -5.172 0.323
C -2.285 2.568 -2.473
C -4.967 -0.423 -2.112
C -0.705 5.751 0.517
C -1.007 -3.206 3.744
C -4.032 0.188 3.073
H 4.878 -5.058 2.434
H 2.635 5.024 -1.040
H -0.918 3.252 -3.970
H 5.387 4.012 -0.172
H 3.496 -5.436 1.320
H 2.956 -4.104 3.636
H -4.947 -7.303 0.376
H -0.625 -3.654 2.852
H 0.302 7.725 0.655
H 5.085 3.243 1.383
H 2.186 -3.582 2.159
H -1.301 5.299 -0.279
H -5.610 -0.987 -1.408
H -0.492 -4.569 5.252
H -4.777 0.116 3.852
H -6.620 0.317 -3.210
H -5.272 -1.732 -3.790
H -3.075 -0.218 3.404
H 0.849 -3.543 4.718
H 4.279 5.408 1.508
H -1.810 1.600 -2.563
H -1.374 7.711 -0.020
H -0.396 3.665 -2.391
H -5.524 -3.940 -1.157
H 0.040 7.162 -0.931
H -3.180 2.573 -3.094
H 2.530 6.457 -0.003
H 2.930 4.452 1.536
H -4.169 -0.027 -1.455
H 3.287 -1.686 3.639
H -3.733 -6.728 1.508
H -5.189 1.301 -3.368
H -3.350 -6.915 -0.170
H -3.812 -4.442 0.369
H 4.516 -4.122 0.964
H 4.862 -2.327 3.236
H 4.070 6.119 -0.782
H -6.099 1.448 -1.861
H -1.122 -2.133 3.623
H -3.226 1.570 1.589
H -4.042 -2.302 -2.730
H -5.335 -4.923 1.120
H 0.228 5.213 0.663
H -0.535 6.181 2.570
H -4.874 1.936 2.091
H -4.622 -5.332 -1.827
H -1.554 4.779 2.382
```

Calculated values
Electronic energy in eV: -228207.825
Total charge: 0
Frontier orbital gap in eV: 10.406
Energy relative to the best compared isomer or geometry (same formula, charge and spin) in kJ/mol: 0.0

***

A molecular structure, C19H38N3S2Se2Si2Ti at a distorted geometry, computed with ωB97M-V/def2-TZVPD.

Geometry as XYZ:
```
67
C19H38N3S2Se2Si2Ti | OMol25 | ωB97M-V/def2-TZVPD
Se 2.763 0.159 1.438
Se 0.310 -0.007 3.434
Ti 0.136 -0.183 0.517
S 0.115 -2.495 1.102
S -2.694 0.471 2.154
Si -1.694 -0.001 -2.409
Si 1.533 0.107 -2.369
N -2.551 -2.714 0.801
N 0.063 1.739 0.469
N -1.789 -2.457 3.000
C -3.925 -2.622 1.238
C -0.118 1.822 -0.879
C -1.643 -1.914 -2.546
C -1.643 -0.542 1.394
C -0.108 0.484 -1.503
C -1.955 0.718 -4.170
C 1.515 0.146 -4.281
C 4.395 -0.571 0.631
C -0.233 4.217 -0.742
C -0.268 3.047 -1.501
C 2.838 1.435 -1.903
C -1.577 -2.056 1.638
C 2.123 -1.638 -1.842
C -0.447 0.842 5.033
C 2.079 -0.466 4.164
C -3.211 0.650 -1.451
C 0.062 2.863 1.205
C 2.879 -1.038 3.016
C -0.075 4.112 0.636
H 2.783 1.720 -0.851
H -2.971 0.524 -4.500
H 4.276 -1.642 0.487
H 1.955 -1.198 4.967
H -2.435 -2.429 -0.166
H -2.636 -2.351 -2.498
H 1.051 1.050 -4.656
H 4.563 -0.081 -0.322
H -0.333 5.183 -1.214
H 0.167 2.742 2.282
H -3.161 1.733 -1.374
H -3.266 0.256 -0.442
H 3.173 -1.800 -2.069
H -2.284 -1.757 3.540
H -0.519 0.105 5.832
H 2.683 2.334 -2.492
H -1.810 1.793 -4.193
H -4.135 0.396 -1.962
H 2.532 0.447 4.558
H 2.478 -2.009 2.703
H -0.067 4.993 1.258
H -1.209 -2.229 -3.490
H -4.018 -3.141 2.191
H -0.405 3.079 -2.571
H 5.225 -0.364 1.307
H -1.444 1.173 4.743
H 2.530 0.116 -4.662
H -1.033 -2.348 -1.750
H 1.972 -1.805 -0.770
H -4.547 -3.114 0.493
H -1.289 0.281 -4.903
H 0.983 -0.700 -4.699
H 1.552 -2.400 -2.366
H 3.941 -1.130 3.257
H -4.266 -1.584 1.369
H 0.161 1.690 5.340
H 3.848 1.087 -2.104
H -0.926 -2.725 3.454
```

Calculated values
Electronic energy in eV: -216023.242
Total charge: 0
2S+1: 4
Frontier orbital gap (alpha / beta) in eV: 6.521 / 6.630
Energy relative to the best compared isomer or geometry (same formula, charge and spin) in kJ/mol: 146.3

***

A single H6NPSi molecule at a distorted geometry, computed with ωB97M-V/def2-TZVPD.

Geometry as XYZ:
```
9
H6NPSi | OMol25 | ωB97M-V/def2-TZVPD
P -0.197 1.500 -1.241
Si -0.319 -0.251 0.194
N 1.114 -0.336 1.257
H -1.556 1.370 -1.538
H -0.823 -1.285 -0.700
H 0.152 0.468 -2.239
H -1.335 0.023 1.197
H 1.817 -0.943 0.851
H 1.146 -0.547 2.220
```

Calculated values
Electronic energy in eV: -18753.486
Total charge: 0
Frontier orbital gap in eV: 10.074
Energy relative to the best compared isomer or geometry (same formula, charge and spin) in kJ/mol: 0.0

***

A molecular structure, C17H29CaF3NOPS at a distorted geometry, computed with ωB97M-V/def2-TZVPD.

Geometry as XYZ:
```
54
C17H29CaF3NOPS | OMol25 | ωB97M-V/def2-TZVPD
Ca -3.194 3.284 -2.310
S -0.833 2.382 -1.373
P -2.269 -0.119 -1.886
F 1.663 3.633 2.669
F -0.763 -2.484 3.399
F 3.884 -0.979 -0.531
O 0.198 -0.149 -3.579
N 1.702 0.393 -1.517
C -2.387 -2.067 -1.853
C 2.506 -1.237 0.042
C 1.217 3.757 1.262
C -0.656 0.500 -1.080
C 0.165 -1.985 2.323
C -0.447 1.271 2.810
C 1.550 0.137 -0.001
C 2.395 1.273 0.892
C 2.215 2.815 0.357
C -0.815 0.955 1.409
C 0.442 0.203 -2.312
C -0.077 -0.043 0.343
C 1.980 -2.469 -0.898
C -0.595 -1.485 0.966
C 3.044 -2.826 -2.124
C -3.733 0.639 -0.841
C -4.210 -0.254 0.421
H 4.058 -3.262 -1.673
H 2.411 1.083 -1.812
H 0.959 -1.210 2.733
H -1.377 -2.517 -2.301
H -2.497 -2.507 -0.781
H 1.431 4.884 0.936
H 0.805 -2.946 2.015
H 2.183 1.161 2.062
H 0.920 -2.352 -1.360
H -3.505 1.737 -0.483
H 3.282 3.351 0.440
H -4.070 0.402 1.409
H -1.697 2.948 -0.425
H -1.878 1.396 1.087
H -3.778 -1.331 0.513
H 3.236 -1.927 -2.854
H -0.569 -2.379 0.217
H 1.917 2.923 -0.769
H -4.624 0.748 -1.627
H 3.576 1.088 0.843
H 1.943 -3.440 -0.210
H -1.088 2.045 3.453
H 2.593 -3.726 -2.764
H 0.488 0.812 3.393
H -5.394 -0.385 0.326
H -3.335 -2.437 -2.463
H 2.686 -1.568 1.149
H -1.735 -1.314 1.269
H 0.075 3.580 1.091
```

Calculated values
Electronic energy in eV: -68324.594
Total charge: +2
Frontier orbital gap in eV: 5.768

***

Look up the total charge of the second one.
+1